A | C19H21ClN2O6S | wB97M-V/def2-TZVPD

Results
Frontier orbital gap ... 8.16 eV
HOMO ... -8.058 eV
SMILES string ... Cc1ccc(NC(=O)COC(=O)[C@H](NS(=O)(=O)c2ccc(Cl)cc2)[C@H](C)O)cc1

The geometry in ORCA input format:
```
! wB97M-V def2-TZVPD RIJCOSX def2/J DEFGRID3
* xyz 0 1
C -3.86 1.64 4.82
C -3.45 1.51 3.38
C -2.91 0.33 2.89
C -2.53 0.22 1.57
C -2.68 1.30 0.70
N -2.28 1.12 -0.63
C -2.29 2.03 -1.62
O -2.74 3.15 -1.58
C -1.73 1.50 -2.96
O -0.66 0.56 -2.87
C 0.58 1.05 -2.89
O 0.86 2.21 -2.96
C 1.61 -0.09 -2.97
N 1.24 -1.23 -2.15
S 0.52 -0.89 -0.66
O 0.66 0.51 -0.38
O -0.81 -1.44 -0.68
C 1.49 -1.88 0.47
C 0.88 -2.94 1.11
C 1.61 -3.72 1.98
C 2.95 -3.43 2.20
Cl 3.87 -4.40 3.28
C 3.56 -2.36 1.55
C 2.83 -1.58 0.68
C 3.03 0.42 -2.65
C 4.07 -0.64 -3.00
O 3.20 0.75 -1.30
C -3.22 2.49 1.18
C -3.60 2.58 2.51
H -4.88 2.01 4.89
H -3.81 0.68 5.33
H -3.21 2.34 5.34
H -2.79 -0.52 3.55
H -2.11 -0.70 1.19
H -1.86 0.22 -0.82
H -2.54 0.98 -3.49
H -1.40 2.37 -3.54
H 1.61 -0.42 -4.02
H 0.67 -1.90 -2.63
H -0.16 -3.14 0.91
H 1.15 -4.56 2.49
H 4.60 -2.15 1.73
H 3.27 -0.74 0.16
H 3.18 1.32 -3.27
H 3.84 -1.56 -2.49
H 5.05 -0.29 -2.68
H 4.09 -0.81 -4.07
H 2.45 1.27 -0.99
H -3.34 3.33 0.52
H -4.01 3.51 2.87
*
```

Atomic partial charges in e from the Mulliken method, atoms 1 to 2:
1 C -1.4045
2 C 0.8971

=====

B | C19H21ClN2O6S | wB97M-V/def2-TZVPD

Results
Frontier orbital gap ... 8.48 eV
HOMO ... -8.030 eV
SMILES string ... CC(C)CNS(=O)(=O)c1ccc(OCC(=O)Nc2ccc3c(c2)OCO3)c(Cl)c1

The geometry in ORCA input format:
```
! wB97M-V def2-TZVPD RIJCOSX def2/J DEFGRID3
* xyz 0 1
C 2.35 3.12 -4.53
C 3.47 2.12 -4.23
C 3.54 1.04 -5.30
C 3.31 1.50 -2.83
N 2.10 0.74 -2.64
S 2.08 -0.88 -3.04
O 3.42 -1.35 -3.19
O 1.13 -1.10 -4.10
C 1.40 -1.57 -1.54
C 0.08 -1.94 -1.47
C -0.43 -2.49 -0.30
C 0.40 -2.68 0.80
O 0.02 -3.23 1.98
C -1.27 -3.79 2.08
C -2.39 -2.74 2.21
O -3.50 -2.94 1.77
N -1.97 -1.64 2.88
C -2.68 -0.50 3.25
C -4.03 -0.34 2.96
C -4.73 0.80 3.36
C -4.03 1.76 4.05
C -2.67 1.61 4.33
C -1.97 0.49 3.94
O -2.22 2.70 5.01
C -3.34 3.55 5.16
O -4.46 2.96 4.55
C 1.74 -2.27 0.71
Cl 2.75 -2.47 2.09
C 2.24 -1.72 -0.45
H 2.56 3.64 -5.46
H 2.26 3.85 -3.73
H 1.40 2.61 -4.65
H 4.43 2.67 -4.22
H 3.69 1.49 -6.28
H 4.35 0.35 -5.10
H 2.61 0.47 -5.33
H 4.13 0.81 -2.64
H 3.34 2.29 -2.07
H 1.27 1.20 -2.99
H -0.55 -1.81 -2.34
H -1.47 -2.77 -0.26
H -1.50 -4.46 1.24
H -1.26 -4.39 3.00
H -0.99 -1.65 3.16
H -4.55 -1.12 2.43
H -5.77 0.92 3.14
H -0.92 0.38 4.17
H -3.12 4.52 4.69
H -3.54 3.70 6.23
H 3.28 -1.44 -0.53
*
```

Atomic partial charges in e from the Mulliken method, atoms 1 to 2:
1 C -1.5575
2 C 0.7935

=====

What should be chosen as the least stable of them? Choose B.